Computed, not measured: a gas-phase ion, C6H13BrO2P (charge +1), with ωB97M-V/def2-TZVPD.

Charge = +1
Relative energy (zero: lowest compared OMol25 entry of this formula, charge and spin) = 0.0000 eV
E = -89852.654 eV
E_HOMO = -14.28 eV
Orbital gap = 10.768 eV
Strongest force on any atom = 0.1056 hartree/bohr

Structure (XYZ):
```
23
Properties=species:S:1:pos:R:3:forces:R:3:lowdin_charge:R:1
H -0.158936 -0.793541 -1.415079 -0.70 -2.20 -0.64 0.090
H -3.404704 1.738214 -0.794045 -2.50 -0.22 -2.03 0.093
H 0.888632 0.367957 -2.227980 0.00 -0.17 0.46 0.136
C -0.349207 0.977395 -0.519260 1.76 0.31 0.59 -0.615
H 3.416499 -2.281595 0.063160 -1.16 0.91 -1.53 0.123
H 3.529822 -1.494517 -1.556963 -0.47 0.10 -0.10 0.075
C 2.799227 -1.773227 -0.795137 4.00 1.56 3.32 -0.211
H -1.832110 0.934072 1.559971 1.69 0.57 1.29 0.038
H 2.074910 -2.396885 -1.084574 -2.53 -2.85 -1.57 0.004
P 1.872192 -0.421226 -0.071524 0.33 1.16 -0.30 0.582
C -2.564091 1.753955 -0.234774 3.13 -0.32 2.61 -0.122
H 1.215185 -2.074765 1.426085 0.09 1.57 0.84 0.106
C 0.509436 -0.014869 -1.265790 1.15 1.36 0.87 -0.146
C 1.315341 -0.940285 1.591563 3.06 -2.67 -2.00 -0.154
Br 3.171047 1.326699 0.104403 -0.20 -0.69 -0.15 0.565
O 0.169452 1.622468 0.370193 -0.88 0.40 0.01 0.011
H -3.390539 1.861040 1.645635 0.17 -0.79 0.67 0.108
C -2.761856 1.118842 1.136372 -1.33 1.86 -1.10 -0.028
H 2.081729 -0.651756 2.328432 -0.10 -0.46 -0.39 0.084
H -2.154882 2.772399 -0.198411 -0.12 -0.30 0.19 0.144
H -3.149536 0.133582 1.080469 -1.26 -0.68 -0.32 0.078
H 0.448384 -0.503264 1.854323 -3.11 1.42 0.77 -0.001
O -1.578713 0.902849 -0.874526 -1.02 0.13 -1.50 0.040
```
Forces are in eV/Å.